The following is a DFT calculation (ωB97M-V/def2-TZVPD) of a single C9H9F2NO2Si molecule.

The geometry in XYZ format:
```
24
Properties=species:S:1:pos:R:3:lowdin_charge:R:1
O -0.80602 -0.41877 2.45150 0.030
N 0.41328 -0.47845 2.57372 -0.374
O 0.97247 -1.06119 3.47033 0.112
C 1.17872 0.27055 1.62969 -0.314
Si -0.37355 1.46184 0.71041 0.639
F 0.62158 2.58828 0.12021 -0.113
F -1.38951 2.39167 1.65389 -0.124
C -0.90439 0.38469 -0.67245 -0.244
C -0.44274 0.66585 -1.94669 -0.075
C -0.99939 -0.11105 -2.97588 -0.075
C -1.97313 -1.06517 -2.78645 -0.112
C -2.30265 -1.38921 -1.53001 -0.107
C -1.88054 -0.63232 -0.47321 -0.067
C 2.38181 -0.34204 0.92966 -0.065
C 2.51021 0.74444 1.90093 -0.130
H 0.39590 1.39786 -1.87326 0.113
H -0.73382 -0.02595 -4.06348 0.120
H -2.41805 -1.63493 -3.58390 0.110
H -3.01494 -2.26289 -1.42329 0.135
H -2.13241 -0.92838 0.49254 0.074
H 2.31512 -0.36844 -0.14511 0.102
H 2.49162 -1.36179 1.40917 0.135
H 3.27774 0.52452 2.67244 0.139
H 2.81267 1.65087 1.45926 0.093
```

Calculated values
- Spin multiplicity: 1
- Strongest force on any atom: 4.4 eV Å⁻¹
- Lowest unoccupied orbital energy: 0.002 Eh
- Energy above the lowest of the compared OMol25 structures with the same formula, charge and spin: 11.0 kcal per mole
- SMILES string: O=[N+]([O-])C1([Si](F)(F)c2ccccc2)CC1
- Kohn-Sham gap: 9.878 eV
- Electronic energy: -1042.776358 a.u.

The following is a DFT calculation (ωB97M-V/def2-TZVPD) of a single C9H9FO molecule.

The geometry in XYZ format:
```
20
Properties=species:S:1:pos:R:3:lowdin_spin:R:1
C -2.72132 0.23385 -0.57596 0.073
C -2.02531 -0.31549 -1.62007 0.374
C -2.04493 0.65539 0.56206 0.503
C -0.65063 -0.58589 -1.50321 0.541
C -0.69309 0.23593 0.72056 0.329
C -0.03062 -0.38796 -0.26127 0.093
C 2.26162 1.55335 0.37699 0.002
C 2.17141 0.34983 0.79024 0.000
C 1.34051 -0.99168 -0.00173 -0.001
O 1.36056 -2.06106 0.85149 0.002
F 2.89724 -0.20151 1.81779 0.000
H -3.74767 0.36919 -0.68467 -0.006
H -2.38951 -0.36776 -2.61357 0.018
H -2.54163 1.18106 1.34738 0.031
H -0.10213 -1.27676 -2.20335 0.029
H -0.16256 0.61774 1.58340 0.012
H 2.68455 2.25791 1.11620 0.000
H 1.53824 1.75494 -0.38975 0.000
H 1.67936 -1.25577 -1.00412 0.000
H 1.17590 -1.76531 1.69160 0.001
```

Calculated values
- Spin multiplicity: 3
- Strongest force on any atom: 6.7 eV Å⁻¹
- ⟨S²⟩: 2.04
- Lowest unoccupied orbital energy (alpha / beta): 0.031 / -0.104 Eh
- Kohn-Sham gap (alpha / beta): 6.127 / 6.688 eV
- Electronic energy: -523.208736 a.u.

The following is a DFT calculation (ωB97M-V/def2-TZVPD) of C9H9I2InO2 as an isolated structure.

The geometry in XYZ format:
```
23
Properties=species:S:1:pos:R:3:lowdin_charge:R:1
In -0.56544 -0.50319 0.18659 0.789
C 4.77903 0.96490 -0.06649 0.020
C 3.32755 1.26972 0.11172 -0.347
O 2.48757 0.44957 0.38202 0.048
C 2.87477 2.72725 -0.03353 0.032
C 3.74828 3.75931 -0.03935 0.051
C 3.27988 5.10723 -0.00222 0.146
C 1.91905 5.48094 0.05280 0.018
C 0.98921 4.49985 0.01630 0.150
C 1.40278 3.05840 -0.08862 -0.250
O 0.55594 2.21855 -0.25911 0.058
H 4.91064 -0.11328 -0.05954 0.108
H 5.35469 1.39122 0.75925 0.113
H 5.16557 1.38182 -0.99787 0.109
H 4.81595 3.59036 0.00178 0.139
H 4.02585 5.89673 0.00433 0.154
H 1.64536 6.52623 0.09855 0.144
H -0.07444 4.69901 -0.04349 0.154
I -3.86430 -1.24144 -0.11834 0.759
C -3.50720 -3.33194 -0.02413 -1.123
I -1.45913 -3.86922 0.08068 0.769
H -3.92122 -3.77067 -0.92315 -0.022
H -3.99627 -3.70443 0.86704 -0.022
```

Calculated values
- Spin multiplicity: 1
- Strongest force on any atom: 0.4 eV Å⁻¹
- Lowest unoccupied orbital energy: -0.398 Eh
- Energy above the lowest of the compared OMol25 structures with the same formula, charge and spin: 0.0 kcal per mole
- Kohn-Sham gap: 4.254 eV
- Electronic energy: -1283.668396 a.u.
- Total charge: +2

The following is a DFT calculation (ωB97M-V/def2-TZVPD) of C9H9N3 as an isolated structure.

The geometry in XYZ format:
```
21
Properties=species:S:1:pos:R:3:lowdin_charge:R:1
C -2.47119 -0.03284 -0.04838 -0.280
C -1.85329 1.27495 0.11686 -0.039
C -0.50912 1.29752 0.26077 -0.054
C 0.18631 0.11867 -0.07684 -0.196
C -0.36784 -1.12091 -0.33209 -0.059
C -1.76188 -1.24876 -0.37110 -0.042
C 2.60859 1.00361 -0.36081 -0.055
C 3.81030 0.38765 -0.20628 -0.231
C 2.51686 -1.02359 0.50201 -0.198
H -4.29146 0.60434 0.42165 0.024
H -4.16538 -1.15804 0.80497 0.179
H -2.33930 2.27785 0.25509 0.127
H 0.17175 2.09911 0.48970 0.107
H 0.42883 -1.87219 -0.72084 0.143
H -2.44726 -2.22734 -0.55512 0.157
H 1.96761 1.82364 -0.91311 0.153
H 4.74059 0.89398 -0.42911 0.100
H 2.30967 -2.10540 0.75479 0.143
N -3.92326 -0.24281 0.09221 0.016
N 1.68029 -0.00193 -0.04301 -0.030
N 3.70917 -0.74753 0.35863 0.035
```

Calculated values
- Spin multiplicity: 1
- Strongest force on any atom: 6.8 eV Å⁻¹
- Lowest unoccupied orbital energy: 0.026 Eh
- Energy above the lowest of the compared OMol25 structures with the same formula, charge and spin: 89.8 kcal per mole
- Kohn-Sham gap: 8.849 eV
- Electronic energy: -512.511712 a.u.

The following is a DFT calculation (ωB97M-V/def2-TZVPD) of a 2-piece molecular cluster, C9H9N3O3 overall.

The geometry in XYZ format:
```
24
Properties=species:S:1:pos:R:3:lowdin_charge:R:1
C 0.74279 -0.36963 -2.94585 -0.061
C 0.33020 0.87910 -2.43663 -0.084
C -2.28378 -0.35524 2.19049 0.010
C 1.13099 -1.37288 -2.07247 -0.036
C 0.09701 1.10551 -1.15961 -0.025
C -1.93068 0.94863 2.35360 -0.043
C -1.45461 -0.92568 1.21707 -0.434
C 0.79029 -1.29513 -0.66918 -0.098
C 0.25274 0.04074 -0.22121 -0.154
N -0.91386 1.17349 1.52002 0.048
N -0.51770 0.07266 0.93268 -0.002
N 1.92735 0.65553 0.96538 -0.310
O -1.50115 -2.04237 0.72232 0.027
O 1.85210 1.71924 1.53115 -0.003
O 2.47670 -0.37993 1.29980 -0.009
H 0.96954 -0.54593 -4.05314 0.131
H 0.23115 1.60442 -3.13027 0.079
H -3.07393 -0.81371 2.82303 0.130
H 1.51804 -2.23385 -2.49842 0.086
H -0.31186 2.14822 -0.87461 0.153
H -2.04492 1.59956 3.19846 0.132
H 0.21547 -2.22014 -0.19134 0.176
H 1.75149 -1.30001 0.07163 0.158
H -0.25337 1.90741 1.42709 0.128
```

Calculated values
- Spin multiplicity: 1
- Strongest force on any atom: 3.6 eV Å⁻¹
- Lowest unoccupied orbital energy (alpha / beta): -0.025 / -0.025 Eh
- Energy above the lowest of the compared OMol25 structures with the same formula, charge and spin: 169.5 kcal per mole
- Kohn-Sham gap (alpha / beta): 7.649 / 7.648 eV
- Electronic energy: -738.110662 a.u.

The following is a DFT calculation (ωB97M-V/def2-TZVPD) of a single C9H9N3O3 molecule.

The geometry in XYZ format:
```
24
Properties=species:S:1:pos:R:3:lowdin_charge:R:1
N -1.74679 1.98808 2.03101 0.133
C -1.87016 1.50800 0.80489 -0.433
O -2.90486 1.17552 0.24391 0.045
C -0.25983 1.22945 -0.09244 -0.370
O 0.66725 1.92979 0.72101 -0.037
N -0.35190 1.78438 -1.37386 0.135
C -0.11800 1.18878 -2.67006 -0.506
O -0.19873 1.83635 -3.67367 0.093
N 0.21436 -0.11693 -2.54166 0.164
C 0.42223 -0.80090 -1.35520 -0.199
C 0.94904 -2.05769 -1.44593 -0.036
C 1.08787 -2.82830 -0.30947 -0.110
C 0.67406 -2.43473 0.93667 -0.096
C 0.13206 -1.12642 1.05742 0.007
C 0.16061 -0.24957 -0.08781 -0.046
H -0.97626 2.66940 2.18452 0.114
H -2.71197 2.47439 2.19550 0.166
H 1.34863 2.42525 0.16243 0.144
H -0.93710 2.71365 -1.40800 0.207
H 0.53616 -0.52639 -3.38661 0.148
H 1.46879 -2.23531 -2.37423 0.116
H 1.69973 -3.77098 -0.34834 0.123
H 0.89810 -2.96379 1.93652 0.133
H -0.03115 -0.76290 2.05536 0.104
```

Calculated values
- Spin multiplicity: 1
- Strongest force on any atom: 5.3 eV Å⁻¹
- Lowest unoccupied orbital energy: 0.018 Eh
- Energy above the lowest of the compared OMol25 structures with the same formula, charge and spin: 19.2 kcal per mole
- SMILES string: NC(=O)[C@]1(O)NC(=O)Nc2ccccc21
- Kohn-Sham gap: 9.235 eV
- Electronic energy: -738.350272 a.u.

The following is a DFT calculation (ωB97M-V/def2-TZVPD) of a single C9H9NO molecule.

The geometry in XYZ format:
```
20
Properties=species:S:1:pos:R:3:lowdin_charge:R:1
O 3.34351 -0.79253 -0.73556 0.014
C 2.27612 -0.44255 -0.19992 -0.417
C 1.24887 -1.28686 0.64713 -0.038
C -0.08108 -0.73594 0.29436 -0.176
C -1.19654 -1.57160 0.00363 -0.041
C -2.41658 -0.96713 -0.25720 -0.105
C -2.69204 0.40590 -0.39077 -0.059
C -1.55754 1.12679 -0.11380 -0.084
C -0.30216 0.69483 0.27826 -0.106
C 0.95481 1.69387 0.27588 -0.114
N 2.08586 0.94177 -0.16305 0.030
H 1.44412 -1.11154 1.69064 0.122
H 1.61651 -2.31236 0.21528 0.163
H -1.09025 -2.63347 -0.00689 0.100
H -3.16671 -1.75205 -0.72270 0.136
H -3.61408 0.67633 -0.77480 0.083
H -1.63556 2.19002 -0.14443 0.101
H 0.95572 2.21414 1.24610 0.115
H 0.86236 2.41389 -0.59227 0.137
H 2.96465 1.24848 -0.54989 0.139
```

Calculated values
- Spin multiplicity: 1
- Strongest force on any atom: 4.8 eV Å⁻¹
- Lowest unoccupied orbital energy: 0.028 Eh
- Energy above the lowest of the compared OMol25 structures with the same formula, charge and spin: 42.1 kcal per mole
- SMILES string: O=C1Cc2ccccc2CN1
- Kohn-Sham gap: 9.995 eV
- Electronic energy: -478.305626 a.u.

The following is a DFT calculation (ωB97M-V/def2-TZVPD) of a single C9H9NO2 molecule.

The geometry in XYZ format:
```
21
Properties=species:S:1:pos:R:3:lowdin_charge:R:1
O 2.02222 -1.82958 -0.48740 0.030
C 1.57036 -0.55769 -0.00263 -0.561
O 1.97438 -0.38934 1.35605 0.040
N 2.19466 0.51050 -0.73812 0.152
C 1.63908 1.66719 -0.56650 -0.085
C 0.43132 1.91689 0.30052 -0.100
C -0.51413 0.77434 0.23136 -0.169
C -1.92230 0.82269 0.16342 -0.036
C -2.66654 -0.33974 0.03768 -0.096
C -2.07941 -1.56993 -0.16931 -0.086
C -0.74326 -1.59670 -0.32119 -0.036
C 0.02842 -0.48689 -0.01968 -0.075
H 1.89661 -1.60993 -1.40912 0.093
H 2.51597 -1.13847 1.66931 0.119
H 2.13250 2.41027 -1.08507 0.088
H -0.19593 2.86160 0.12563 0.144
H 0.86102 2.08181 1.31973 0.142
H -2.55891 1.65866 0.48344 0.114
H -3.76560 -0.18067 -0.18497 0.124
H -2.55245 -2.50296 -0.39824 0.106
H -0.26800 -2.50204 -0.30490 0.091
```

Calculated values
- Spin multiplicity: 1
- Strongest force on any atom: 2.9 eV Å⁻¹
- Lowest unoccupied orbital energy: 0.029 Eh
- Energy above the lowest of the compared OMol25 structures with the same formula, charge and spin: 43.0 kcal per mole
- SMILES string: OC1(O)N=CCc2ccccc21
- Kohn-Sham gap: 10.056 eV
- Electronic energy: -553.547348 a.u.